1.
A molecular structure, C21H43N2P3STi in a non-equilibrium geometry, computed with ωB97M-V/def2-TZVPD.

Values from the calculation:
calculated total energy = -3205.65641 hartree
HOMO level = -0.712 hartree
gap between HOMO and LUMO = 5.42 eV
ΔE to the lowest compared entry with this formula, charge and spin = 0.00 kJ/mol

Structure (ORCA input):
```
! RIJCOSX wB97M-V def2-TZVPD def2/J DEFGRID3
* xyz 4 1
Ti 1.23746 -0.80005 0.24425
P 2.51995 1.01926 1.26234
P -0.86437 -0.04314 1.42769
P -2.49104 3.58929 -2.34031
H 2.31678 -2.18545 -2.40649
C 1.59236 -1.34900 -2.31118
C 2.21527 -0.33285 -1.37222
H 3.22127 -0.67138 -0.98046
C 4.27171 0.49376 1.44340
C 2.17571 1.74376 2.90005
C 2.71517 2.55050 0.29799
C -2.46138 -0.84196 1.05251
C -0.72491 -0.51902 3.21008
C -1.35781 1.70337 1.59111
C -2.36062 4.19782 -4.03177
C -1.46053 4.55934 -1.22811
C -4.21809 3.54449 -1.84697
H 1.52664 -0.93436 -3.34932
H 2.28265 0.68699 -1.79001
H 4.48370 -0.40974 0.85365
H 4.47248 0.28268 2.50439
H 4.91669 1.31189 1.08496
H 1.50728 1.11401 3.49710
H 1.70302 2.72662 2.76279
H 3.13330 1.86270 3.42870
H 2.89732 2.34476 -0.75638
H 3.56977 3.09747 0.71585
H 1.80670 3.15695 0.37991
H -3.19682 -0.55948 1.82081
H -2.36590 -1.93496 1.05290
H -2.82855 -0.53268 0.06824
H -1.39592 0.12118 3.80469
H 0.29422 -0.41969 3.60146
H -1.02594 -1.56622 3.34988
H -2.14169 1.77762 2.36272
H -1.74809 2.06733 0.63092
H -0.50379 2.32732 1.89013
H -3.23734 4.82829 -4.24182
H -2.33880 3.34648 -4.72761
H -1.44401 4.79215 -4.14693
H -2.00631 5.46056 -0.91065
H -0.54196 4.84912 -1.76276
H -1.19049 3.95166 -0.35010
H -4.81582 4.13757 -2.55370
H -4.33283 3.94597 -0.83146
H -4.55098 2.49678 -1.87689
C -1.09397 -1.18350 -2.37124
C -2.28151 -1.95133 -2.38138
C -2.23425 -3.33963 -2.36667
C -1.05656 -4.00432 -2.80070
C 0.14507 -3.37134 -2.63633
C 0.19259 -1.98098 -1.99876
S -1.15699 0.47200 -2.51699
H -1.94463 2.18142 -2.24518
H -3.23257 -1.40027 -2.44653
H -3.12356 -3.92189 -2.10946
H -1.11931 -5.01020 -3.24428
H 1.10362 -3.81222 -2.92135
H 0.11080 -2.14528 -0.85559
C 2.89498 -2.47307 2.81296
C 1.70542 -3.10384 2.20142
N 0.94882 -2.74242 1.16364
C -0.12198 -3.66601 1.10726
C 0.06335 -4.59569 2.08309
N 1.20219 -4.21145 2.76792
H 3.22468 -3.15676 3.61802
H 3.70551 -2.39398 2.07126
H 2.65414 -1.49859 3.27605
H -0.93073 -3.56977 0.39951
H -0.52976 -5.44125 2.39482
H 1.61925 -4.66734 3.57516
*
```

Table of Löwdin atomic charges, one value per atom, all in e:
1. Ti 0.86
2. P 0.78
3. P 0.79
4. P 0.87
5. H 0.13
6. C -0.20
7. C -0.25
8. H 0.11
9. C -0.20
10. C -0.20
11. C -0.20
12. C -0.21
13. C -0.21
14. C -0.22
15. C -0.18
16. C -0.20
17. C -0.19
18. H 0.16
19. H 0.09
20. H 0.04
21. H 0.07
22. H 0.09
23. H 0.03
24. H 0.07
25. H 0.09
26. H 0.05
27. H 0.09
28. H 0.06
29. H 0.09
30. H 0.05
31. H 0.04
32. H 0.09
33. H 0.02
34. H 0.07
35. H 0.09
36. H 0.03
37. H 0.04
38. H 0.08
39. H 0.07
40. H 0.07
41. H 0.09
42. H 0.07
43. H 0.02
44. H 0.08
45. H 0.07
46. H 0.07
47. C -0.64
48. C -0.11
49. C 0.02
50. C -0.01
51. C 0.02
52. C -0.32
53. S 0.82
54. H -0.15
55. H 0.13
56. H 0.15
57. H 0.15
58. H 0.14
59. H 0.07
60. C 0.03
61. C -0.37
62. N -0.04
63. C -0.09
64. C 0.02
65. N 0.17
66. H 0.12
67. H 0.10
68. H 0.09
69. H 0.10
70. H 0.15
71. H 0.20


2.
A molecular structure, C21H43N2P3SeTl in a non-equilibrium geometry, computed with ωB97M-V/def2-TZVPD.

Values from the calculation:
calculated total energy = -4532.45828 hartree
HOMO level = -0.541 hartree
gap between HOMO and LUMO = 6.05 eV
ΔE to the lowest compared entry with this formula, charge and spin = 0.00 kJ/mol

Structure (ORCA input):
```
! RIJCOSX wB97M-V def2-TZVPD def2/J DEFGRID3
* xyz 3 1
Tl 3.25492 -1.75289 -3.60091
P -1.49370 0.86584 -2.31010
P -0.40076 0.82040 1.81895
P -1.93322 -2.21534 0.83796
H 4.37644 -4.43311 -4.22982
C 3.38369 -4.31591 -3.77477
C 2.32760 -3.90470 -4.56519
H 2.46886 -3.71655 -5.64043
C -0.12890 1.76289 -3.04191
C -2.64930 1.98176 -1.49976
C -2.28619 -0.21869 -3.49581
C 0.71355 0.22790 3.12184
C 0.51428 2.19330 1.06729
C -1.76681 1.61755 2.73171
C -2.18151 -3.58638 -0.27982
C -3.25690 -1.02575 0.71558
C -1.72790 -2.74328 2.53232
H 3.24414 -4.73501 -2.77468
H 1.30477 -3.86494 -4.16936
H 0.60597 1.05341 -3.44292
H 0.34645 2.37954 -2.26687
H -0.48138 2.41865 -3.85293
H -2.11916 2.85191 -1.08248
H -3.16334 1.45799 -0.67903
H -3.40236 2.34083 -2.22022
H -1.52386 -0.76377 -4.07459
H -2.91641 0.35890 -4.19090
H -2.91912 -0.95043 -2.96588
H 1.00935 1.09608 3.72734
H 1.60527 -0.23145 2.67782
H 0.20909 -0.50919 3.75998
H 0.97789 2.77586 1.87634
H -0.15824 2.84057 0.48889
H 1.29677 1.80976 0.40332
H -1.33500 2.38501 3.39124
H -2.30684 0.88114 3.34358
H -2.46728 2.09791 2.03344
H -3.06988 -4.13282 0.07334
H -1.31857 -4.26610 -0.29346
H -2.35718 -3.22045 -1.30286
H -4.14291 -1.54159 1.12238
H -3.44811 -0.74799 -0.33005
H -3.06449 -0.11867 1.31173
H -2.66572 -3.26265 2.78862
H -1.58743 -1.89522 3.22010
H -0.88795 -3.44254 2.64358
C 1.06097 -2.99385 0.38232
C 1.29252 -3.80200 -0.72762
C 1.83652 -5.07658 -0.52799
C 2.15529 -5.48961 0.78029
C 1.96178 -4.64013 1.87981
C 1.45716 -3.34745 1.66375
Se -0.03542 -1.19960 0.13236
H -0.91492 0.02725 -1.24590
H 1.01800 -3.44674 -1.72383
H 1.99360 -5.75326 -1.37455
H 2.56077 -6.48790 0.94091
H 2.18853 -4.96808 2.89804
H 1.34614 -2.64024 2.48678
C 5.33686 1.18357 1.03153
N 4.42386 1.02544 -0.08933
C 4.04517 2.03294 -0.97818
C 3.25300 1.44311 -1.92485
N 3.12448 0.09579 -1.61590
C 3.86220 -0.13619 -0.52126
H 6.37867 1.01799 0.71781
H 5.25237 2.20063 1.42994
H 5.09409 0.46202 1.82200
H 4.35509 3.05462 -0.87515
H 2.77830 1.87250 -2.79558
H 4.00351 -1.09895 -0.03080
*
```

Table of Löwdin atomic charges, one value per atom, all in e:
1. Tl 1.03
2. P 0.86
3. P 0.60
4. P 0.65
5. H 0.09
6. C -0.17
7. C -0.20
8. H 0.09
9. C -0.20
10. C -0.19
11. C -0.19
12. C -0.26
13. C -0.26
14. C -0.28
15. C -0.19
16. C -0.21
17. C -0.18
18. H 0.04
19. H 0.06
20. H 0.05
21. H 0.06
22. H 0.09
23. H 0.07
24. H 0.04
25. H 0.08
26. H 0.07
27. H 0.09
28. H 0.06
29. H 0.07
30. H 0.04
31. H 0.05
32. H 0.07
33. H 0.04
34. H 0.02
35. H 0.06
36. H 0.05
37. H 0.04
38. H 0.09
39. H 0.06
40. H 0.07
41. H 0.09
42. H 0.05
43. H 0.03
44. H 0.09
45. H 0.06
46. H 0.06
47. C -0.45
48. C -0.17
49. C -0.07
50. C -0.04
51. C -0.04
52. C -0.14
53. Se 0.73
54. H -0.12
55. H 0.08
56. H 0.11
57. H 0.12
58. H 0.13
59. H 0.09
60. C 0.00
61. N -0.12
62. C -0.03
63. C -0.17
64. N -0.13
65. C -0.18
66. H 0.11
67. H 0.10
68. H 0.10
69. H 0.13
70. H 0.09
71. H 0.14


3.
A molecular structure, C21H43N9O2P2S3V, computed with ωB97M-V/def2-TZVPD.

Values from the calculation:
calculated total energy = -4289.42210 hartree
HOMO level (alpha / beta) = -0.674 / -0.674 hartree
gap between HOMO and LUMO (alpha / beta) = 6.66 / 7.34 eV
ΔE to the lowest compared entry with this formula, charge and spin = 12.72 kJ/mol
expectation value of S² = 0.80

Structure (ORCA input):
```
! RIJCOSX wB97M-V def2-TZVPD def2/J DEFGRID3
* xyz 4 2
V -0.85327 0.29687 0.30268
N 2.69451 -1.76053 -0.00179
C 3.24341 -0.48422 0.43630
C 4.57334 -0.10450 -0.26050
C 5.50558 0.89824 0.43038
C 6.51545 0.25036 1.38004
N 7.47010 1.25483 1.84333
C 8.70843 1.01431 2.28560
N 9.53195 2.03190 2.51899
N 9.12891 -0.23027 2.48173
C 2.22784 0.64949 0.27174
O 2.49105 1.80292 0.10003
O 0.91787 0.26886 0.34034
H 3.04252 -2.50991 0.58393
H 3.03152 -1.97497 -0.93560
H 3.38692 -0.52894 1.52355
H 4.32320 0.27722 -1.25338
H 5.11684 -1.03695 -0.43528
H 4.93022 1.66967 0.94768
H 6.07420 1.41129 -0.34762
H 7.06456 -0.51931 0.83196
H 6.02074 -0.22352 2.23424
H 7.17145 2.21734 1.84212
H 9.30172 2.97200 2.24368
H 10.43003 1.89131 2.95326
H 8.49404 -1.00901 2.48247
H 10.08920 -0.42071 2.72076
C -0.74133 -1.03702 3.74649
P -0.58580 0.52882 2.84145
C 1.04798 1.14292 3.36796
C -1.85115 1.58879 3.62105
C -3.20925 1.15070 3.08724
P -3.15601 1.16073 1.26525
C -3.39327 2.89315 0.79298
C -4.68919 0.34950 0.75808
H -0.58318 -0.81708 4.80475
H 0.01414 -1.74243 3.40663
H -1.72287 -1.49166 3.62594
H 0.91783 1.96147 4.07795
H 1.64909 1.50306 2.53984
H 1.57489 0.33885 3.88132
H -1.65062 2.63785 3.39533
H -1.78116 1.47812 4.70557
H -4.01606 1.79912 3.43544
H -3.45448 0.13813 3.41723
H -4.35286 3.23169 1.18948
H -3.40886 2.99346 -0.29203
H -2.60510 3.52816 1.19406
H -5.51727 0.87721 1.23815
H -4.71723 -0.68791 1.08701
H -4.83219 0.40821 -0.31820
N 0.03324 -1.40967 -1.76462
N -0.31274 -2.73313 -1.49687
C -0.92564 -3.07011 -0.36832
N -1.21274 -4.34355 -0.15303
S -1.33539 -1.97135 0.89600
H -0.28729 -1.17141 -2.69887
H 1.04335 -1.32208 -1.73971
H -0.04124 -3.45592 -2.15279
H -0.97353 -5.07782 -0.80596
H -1.67992 -4.62060 0.69705
C -3.61051 -1.83348 -1.52063
C -3.01850 -0.56811 -2.05388
N -2.18825 0.29033 -1.46571
C -1.88241 1.33443 -2.32746
C -2.44975 1.25465 -3.55790
S -3.42392 -0.13643 -3.65026
C -1.07465 2.41348 -1.79613
C -0.70878 3.56929 -2.40671
S 0.09806 4.57373 -1.29294
C -0.10320 3.42084 -0.06490
N -0.71814 2.31889 -0.46588
C 0.36788 3.70318 1.31462
H -3.61403 -1.85826 -0.43991
H -3.05457 -2.69848 -1.88759
H -4.63399 -1.93975 -1.87996
H -2.37880 1.95256 -4.37724
H -0.89212 3.87995 -3.42300
H 0.13647 4.72936 1.60186
H 1.44518 3.56200 1.38694
H -0.12864 3.04157 2.01706
*
```

Table of Löwdin atomic charges, one value per atom, all in e:
1. V 0.59
2. N 0.06
3. C -0.28
4. C -0.13
5. C -0.16
6. C -0.17
7. N 0.09
8. C -0.42
9. N 0.23
10. N 0.23
11. C -0.47
12. O 0.14
13. O -0.26
14. H 0.10
15. H 0.09
16. H 0.16
17. H 0.13
18. H 0.13
19. H 0.11
20. H 0.13
21. H 0.13
22. H 0.13
23. H 0.16
24. H 0.14
25. H 0.14
26. H 0.13
27. H 0.15
28. C -0.26
29. P 0.86
30. C -0.19
31. C -0.36
32. C -0.36
33. P 0.87
34. C -0.19
35. C -0.20
36. H 0.08
37. H 0.05
38. H 0.04
39. H 0.08
40. H 0.02
41. H 0.07
42. H 0.09
43. H 0.12
44. H 0.12
45. H 0.10
46. H 0.08
47. H 0.06
48. H 0.05
49. H 0.08
50. H 0.06
51. H 0.05
52. N 0.06
53. N -0.02
54. C -0.72
55. N 0.17
56. S 0.79
57. H 0.12
58. H 0.09
59. H 0.18
60. H 0.15
61. H 0.13
62. C -0.09
63. C -0.62
64. N -0.05
65. C -0.33
66. C -0.27
67. S 1.22
68. C -0.33
69. C -0.26
70. S 1.23
71. C -0.61
72. N -0.03
73. C -0.05
74. H 0.02
75. H 0.09
76. H 0.11
77. H 0.11
78. H 0.11
79. H 0.11
80. H 0.09
81. H 0.03